Entry 1:
ORCA calculation (wB97M-V/def2-TZVPD) on 2 unconnected molecules or ions with the total composition C12H12 at a distorted geometry.

* multiplicity: 1
* E_LUMO: 0.697 eV
* relative energy (zero: lowest compared OMol25 entry of this formula, charge and spin): 5.255 eV
* HOMO-LUMO gap: 9.179 eV
* net charge: 0
* DFT total energy: -12633.6741 eV

Structure (XYZ):
```
24
Properties=species:S:1:pos:R:3:lowdin_charge:R:1
C -0.643 -0.866 -0.328 -0.145
C -1.814 -1.321 -0.827 -0.146
C -2.407 -2.414 -0.303 -0.083
C -1.593 -3.200 0.586 -0.112
C -0.368 -2.774 0.946 -0.134
C 0.242 -1.557 0.520 -0.063
C -0.192 1.749 -0.013 -0.223
C 0.673 1.209 0.937 -0.153
C 2.024 1.332 0.732 -0.132
C 2.422 2.126 -0.288 -0.123
C 1.507 2.896 -1.091 -0.094
C 0.148 2.609 -1.024 -0.097
H -0.454 0.386 -0.444 0.072
H -2.324 -0.393 -1.192 0.121
H -3.418 -2.762 -0.628 0.114
H -2.093 -4.083 1.006 0.104
H 0.273 -3.437 1.593 0.113
H 1.233 -1.087 1.006 0.136
H -1.314 1.503 0.158 0.157
H 0.281 0.644 1.794 0.125
H 3.022 1.060 1.363 0.166
H 3.483 2.581 -0.365 0.125
H 1.858 3.905 -1.458 0.118
H -0.547 2.945 -1.915 0.152
```

Entry 2:
ORCA calculation (wB97M-V/def2-TZVPD) on a molecular structure, C17H27ClF6N5O8PS2 at a distorted geometry.

* multiplicity: 1
* E_LUMO: -1.776 eV
* HOMO-LUMO gap: 7.018 eV
* net charge: 0
* DFT total energy: -101681.0275 eV

Structure (XYZ):
```
67
Properties=species:S:1:pos:R:3:lowdin_charge:R:1
C 3.276 1.951 -2.458 0.178
C 2.099 1.885 -2.253 -0.146
N 0.736 2.038 -2.111 -0.012
C -0.030 0.963 -2.821 -0.094
C -0.494 -0.181 -1.907 -0.226
P 0.755 -1.539 -2.007 0.462
O 1.244 -1.699 -3.371 -0.248
O 0.014 -2.894 -1.567 -0.129
O 1.980 -1.300 -0.990 -0.118
C -0.897 0.272 -0.478 -0.390
C -1.057 -0.897 0.520 -0.094
C -2.264 -1.775 0.260 -0.203
N -2.746 -2.006 -0.883 0.133
C -2.209 1.094 -0.601 -0.070
C -2.549 1.931 0.664 -0.217
O -3.916 1.728 0.941 -0.146
C -4.417 2.653 1.908 -0.240
C -4.813 1.943 3.237 -0.053
N 0.245 1.117 0.050 0.190
C 0.387 2.197 -0.769 -0.288
N 0.193 3.409 -0.330 0.173
C 0.336 4.553 -1.249 -0.176
C -0.100 5.893 -0.612 -0.682
C -1.369 5.800 0.245 -0.134
Cl -0.482 6.968 -2.012 0.642
H 4.319 2.160 -2.408 0.047
H 0.581 0.604 -3.651 0.126
H -0.917 1.412 -3.285 0.126
H -1.403 -0.607 -2.348 0.130
H 0.670 -3.525 -1.193 0.044
H 1.843 -1.735 -0.134 0.064
H -1.219 -0.432 1.506 0.119
H -0.138 -1.477 0.629 0.114
H -2.732 -2.221 1.148 0.125
H -3.546 -2.626 -0.750 0.075
H -3.065 0.431 -0.739 0.119
H -2.200 1.731 -1.494 0.123
H -1.964 1.598 1.538 0.122
H -2.363 2.982 0.405 0.096
H -3.615 3.363 2.149 0.099
H -5.266 3.223 1.520 0.118
H -5.858 2.171 3.456 0.070
H -4.196 2.336 4.049 0.068
H -4.640 0.870 3.133 0.077
H 0.066 1.404 1.008 0.139
H -0.045 3.534 0.644 0.153
H 1.402 4.655 -1.483 0.132
H -0.194 4.408 -2.188 0.114
H 0.703 6.372 -0.050 0.105
H -2.201 5.527 -0.413 0.082
H -1.287 5.099 1.083 0.063
H -1.586 6.790 0.652 0.084
C 4.580 -6.422 3.279 -0.681
F 4.332 -7.081 4.412 0.134
F 5.066 -5.215 3.610 0.118
F 5.556 -7.073 2.635 0.126
S 3.067 -6.282 2.251 0.575
O 2.143 -5.536 3.059 -0.292
O 2.694 -7.634 1.963 -0.274
N 3.731 -5.475 1.048 -0.286
S 2.776 -5.107 -0.147 0.602
O 1.766 -4.094 0.132 -0.329
O 2.337 -6.192 -0.971 -0.257
C 3.991 -4.200 -1.165 -0.687
F 5.033 -4.944 -1.543 0.145
F 4.496 -3.140 -0.510 0.119
F 3.363 -3.755 -2.243 0.139
```

Entry 3:
ORCA calculation (wB97M-V/def2-TZVPD) on a single C2H5N3OS molecule at a distorted geometry.

* multiplicity: 1
* E_LUMO: 0.469 eV
* relative energy (zero: lowest compared OMol25 entry of this formula, charge and spin): 2.492 eV
* HOMO-LUMO gap: 10.065 eV
* net charge: 0
* DFT total energy: -19506.4587 eV

Structure (XYZ):
```
12
Properties=species:S:1:pos:R:3:lowdin_charge:R:1
C 0.060 -0.644 -0.547 -0.482
C -1.433 -0.604 -0.172 -0.170
H 2.197 -0.065 -1.613 0.089
H 2.676 -0.229 -0.056 0.086
H 0.480 1.312 -0.204 0.096
H -2.090 -1.191 -0.821 0.118
H -2.338 1.280 2.549 -0.152
N 2.188 0.371 -0.697 0.040
N 0.882 0.401 -0.259 -0.062
N -1.954 0.020 0.801 -0.351
O 0.501 -1.703 -0.934 0.062
S -1.171 1.052 1.954 0.728
```

Entry 4:
ORCA calculation (wB97M-V/def2-TZVPD) on a molecular structure, C4H6BeO2 at a distorted geometry.

* multiplicity: 1
* E_LUMO (spin up / spin down): -1.974 / -1.976 eV
* relative energy (zero: lowest compared OMol25 entry of this formula, charge and spin): 9.700 eV
* HOMO-LUMO gap (spin up / spin down): 4.990 / 4.990 eV
* net charge: 0
* DFT total energy: -8728.4158 eV

Structure (XYZ):
```
13
Properties=species:S:1:pos:R:3:lowdin_charge:R:1
C 0.265 0.516 0.196 -0.236
O 0.787 1.806 0.126 0.000
H -0.254 0.605 -0.772 0.123
H 0.212 2.414 0.603 0.110
C -1.779 -0.351 0.591 -0.033
C -0.935 -1.464 0.397 -0.141
H -1.809 0.234 1.521 0.073
H -2.651 -0.182 -0.051 0.062
H -1.130 -2.382 0.969 0.099
C 0.472 -0.931 0.548 -0.346
O 1.421 -0.153 1.264 -0.332
Be 2.580 -0.573 1.653 0.526
H 0.983 -1.918 0.613 0.096
```

Entry 5:
ORCA calculation (wB97M-V/def2-TZVPD) on a molecular structure, C6H12O.

* multiplicity: 1
* E_LUMO: 0.805 eV
* relative energy (zero: lowest compared OMol25 entry of this formula, charge and spin): 4.157 eV
* HOMO-LUMO gap: 8.435 eV
* net charge: 0
* DFT total energy: -8460.1972 eV

Structure (XYZ):
```
19
Properties=species:S:1:pos:R:3:lowdin_charge:R:1
C 2.201 0.284 -0.256 -0.096
C 1.055 -0.042 0.699 -0.191
C -0.325 -0.074 0.056 -0.546
C -0.430 -0.981 -1.157 -0.024
C -1.489 -0.248 1.031 -0.221
C -2.319 0.859 0.356 0.050
O -0.667 1.318 -0.348 -0.065
H 2.008 1.223 -0.786 0.078
H 2.352 -0.506 -1.000 0.070
H 3.139 0.400 0.295 0.074
H 1.022 0.701 1.505 0.121
H 1.217 -1.017 1.178 0.127
H 0.242 -0.660 -1.962 0.085
H -0.162 -2.007 -0.884 0.100
H -1.462 -0.976 -1.524 0.093
H -1.164 -0.090 2.070 0.103
H -1.959 -1.237 0.964 0.104
H -2.380 1.715 1.052 0.018
H -0.881 1.339 -1.291 0.120
```

Entry 6:
ORCA calculation (wB97M-V/def2-TZVPD) on 5 unconnected molecules or ions with the total composition C18H34BCl12IN3O2 at a distorted geometry.

* multiplicity: 1
* E_LUMO: -2.475 eV
* HOMO-LUMO gap: 9.264 eV
* net charge: +1
* DFT total energy: -186824.9767 eV

Structure (XYZ):
```
71
Properties=species:S:1:pos:R:3:lowdin_charge:R:1
C -2.450 -4.357 1.887 -0.094
C -0.958 -3.973 2.036 -0.136
B -0.668 -2.471 1.737 -0.435
O -0.022 -1.616 2.584 0.164
C -1.070 -1.794 0.334 -0.118
N 0.115 -1.392 -0.475 0.184
C 0.021 -0.077 -0.720 -0.362
N 1.047 0.686 -1.033 0.128
C 2.425 0.189 -1.160 -0.129
C 3.004 -0.363 0.158 -0.191
C 4.248 0.393 0.629 -0.205
C 4.598 0.102 2.086 -0.188
C 4.728 -1.397 2.395 -0.245
O 5.759 -1.694 3.303 -0.188
C 5.555 -1.171 4.602 -0.101
N -1.262 0.331 -0.620 0.128
C -1.847 -0.468 0.506 -0.236
C -3.350 -0.649 0.360 -0.213
C -4.245 0.518 0.789 -0.733
C -3.973 1.102 2.166 -0.158
I -4.216 2.062 -0.708 0.979
H -2.689 -5.211 2.520 0.078
H -3.123 -3.551 2.189 0.064
H -2.696 -4.642 0.864 0.079
H -0.584 -4.266 3.021 0.104
H -0.380 -4.558 1.308 0.119
H -0.128 -1.801 3.528 0.128
H -1.672 -2.486 -0.261 0.132
H 1.020 -1.688 -0.133 0.129
H 0.859 1.652 -1.260 0.165
H 3.021 1.041 -1.484 0.127
H 2.459 -0.540 -1.971 0.132
H 2.248 -0.301 0.949 0.113
H 3.244 -1.423 0.029 0.114
H 4.070 1.468 0.521 0.116
H 5.105 0.142 -0.005 0.127
H 3.808 0.540 2.707 0.119
H 5.534 0.596 2.349 0.057
H 3.773 -1.801 2.766 0.120
H 4.981 -1.948 1.484 0.124
H 5.997 -1.867 5.314 0.092
H 4.486 -1.061 4.823 0.089
H 6.040 -0.197 4.722 0.067
H -1.388 1.335 -0.568 0.094
H -1.557 0.036 1.430 0.139
H -3.524 -0.869 -0.695 0.077
H -3.656 -1.529 0.937 0.125
H -5.271 0.158 0.766 0.079
H -4.245 0.371 2.932 0.091
H -2.935 1.407 2.302 0.069
H -4.586 1.986 2.334 0.068
C -6.904 2.783 -3.696 -1.577
Cl -5.393 3.553 -4.186 0.463
Cl -7.915 3.895 -2.778 0.537
Cl -7.757 2.150 -5.100 0.541
H -6.655 1.949 -3.051 -0.025
C -2.459 0.139 -3.710 -1.567
Cl -0.913 0.586 -4.433 0.541
Cl -3.805 0.444 -4.793 0.540
Cl -2.439 -1.560 -3.201 0.558
H -2.600 0.745 -2.823 -0.089
C -4.377 4.400 -8.045 -1.547
Cl -3.844 2.921 -7.240 0.481
Cl -6.052 4.260 -8.565 0.537
Cl -4.156 5.798 -6.991 0.520
H -3.760 4.544 -8.922 0.012
C 8.767 1.751 2.632 -1.539
Cl 7.287 2.621 2.201 0.534
Cl 8.785 1.369 4.350 0.544
Cl 8.932 0.295 1.655 0.538
H 9.606 2.401 2.421 0.013
```